The following is a quantum chemistry calculation of 8 unconnected molecules or ions with the total composition C48H94NO25P at a distorted geometry, from OMol25.

```
169
C48H94NO25P (the ωB97M-V functional and the def2-TZVPD basis)
H -4.282 2.355 -1.795
N -4.780 1.750 -2.449
C -4.200 0.656 -2.578
C -2.927 0.265 -1.815
C -1.582 0.418 -2.630
C -1.532 -0.876 -3.490
C -2.006 -0.742 -4.963
C -1.064 -1.568 -5.914
C -3.434 -1.338 -5.207
O -1.847 1.653 -3.334
C -1.665 2.643 -2.384
O -2.172 3.678 -2.515
C -0.685 2.150 -1.251
C -1.156 2.236 0.232
C -2.478 2.993 0.523
C -2.269 4.404 1.130
C -3.221 2.188 1.651
P 0.561 3.546 -1.285
O -0.012 4.866 -0.941
C -0.299 0.755 -1.832
C 0.124 -0.332 -0.775
C -0.986 -1.176 -0.115
C -0.349 -1.964 1.049
C -1.363 -2.921 1.722
C -1.024 -3.067 3.224
C 0.464 -3.443 3.496
C 1.325 -2.245 3.958
C 2.591 -2.637 4.743
O 2.925 -4.000 4.598
C 4.073 -4.259 5.397
C 1.011 0.766 -2.726
C 2.295 1.013 -1.864
C 1.020 1.715 -3.963
C 0.878 1.006 -5.339
H -4.704 -0.047 -3.239
H -3.111 -0.756 -1.472
H -2.961 0.853 -0.890
H -2.139 -1.668 -3.053
H -0.529 -1.307 -3.527
H -2.013 0.269 -5.364
H -0.064 -1.708 -5.508
H -1.018 -1.021 -6.860
H -1.492 -2.542 -6.160
H -3.483 -1.891 -6.144
H -4.132 -0.503 -5.316
H -3.743 -1.955 -4.363
H -0.380 2.770 0.796
H -1.220 1.264 0.719
H -3.191 3.040 -0.297
H -1.261 4.503 1.534
H -2.351 5.143 0.330
H -3.031 4.643 1.872
H -2.715 2.428 2.590
H -3.250 1.114 1.457
H -4.216 2.629 1.734
H 1.282 3.690 -2.486
H 1.501 3.238 -0.264
H 0.783 -1.070 -1.226
H 0.624 0.193 0.043
H -1.331 -1.931 -0.833
H -1.848 -0.626 0.259
H 0.497 -2.553 0.685
H -0.043 -1.234 1.802
H -2.355 -2.468 1.605
H -1.406 -3.900 1.234
H -1.705 -3.780 3.694
H -1.193 -2.076 3.662
H 0.894 -3.859 2.582
H 0.477 -4.215 4.268
H 0.699 -1.529 4.495
H 1.666 -1.734 3.053
H 2.478 -2.324 5.794
H 3.429 -2.039 4.350
H 3.771 -4.169 6.448
H 4.852 -3.502 5.222
H 4.493 -5.232 5.150
H 1.180 -0.230 -3.136
H 2.743 0.045 -1.626
H 3.059 1.573 -2.404
H 2.091 1.478 -0.902
H 0.291 2.525 -3.963
H 1.995 2.208 -4.032
H 1.551 1.492 -6.051
H 1.232 -0.021 -5.246
H -0.120 1.095 -5.759
C 4.814 6.182 -7.277
O 3.568 5.575 -6.933
C 2.925 6.177 -5.927
O 3.308 7.146 -5.323
O 1.786 5.516 -5.709
C 0.987 6.051 -4.650
H 5.233 5.607 -8.099
H 4.664 7.209 -7.606
H 5.504 6.150 -6.435
H 0.682 7.072 -4.874
H 1.528 6.011 -3.705
H 0.095 5.434 -4.569
C 1.540 -5.663 9.292
O 2.900 -5.254 9.460
C 3.130 -4.533 10.558
O 2.311 -4.218 11.384
O 4.429 -4.219 10.584
C 4.822 -3.441 11.714
H 1.487 -6.235 8.370
H 1.221 -6.298 10.117
H 0.887 -4.796 9.202
H 4.641 -3.987 12.639
H 4.297 -2.487 11.727
H 5.889 -3.255 11.619
C 4.027 7.547 3.847
O 3.713 7.877 2.495
C 2.901 7.007 1.885
O 2.434 6.007 2.378
O 2.692 7.428 0.643
C 1.829 6.565 -0.117
H 4.686 8.325 4.222
H 3.126 7.524 4.458
H 4.547 6.591 3.901
H 0.848 6.501 0.336
H 2.276 5.578 -0.204
H 1.730 6.995 -1.109
C 0.317 -2.842 -11.403
O 1.601 -2.219 -11.347
C 1.756 -1.372 -10.326
O 0.928 -1.111 -9.491
O 2.988 -0.863 -10.392
C 3.295 0.068 -9.353
H 0.320 -3.500 -12.268
H 0.139 -3.437 -10.508
H -0.467 -2.098 -11.528
H 3.233 -0.412 -8.377
H 2.627 0.927 -9.397
H 4.315 0.405 -9.517
C 2.840 3.651 4.412
O 3.580 2.448 4.654
C 4.357 2.486 5.735
O 4.479 3.418 6.489
O 4.982 1.308 5.840
C 5.856 1.205 6.963
H 2.253 3.496 3.511
H 2.164 3.859 5.240
H 3.511 4.489 4.247
H 5.302 1.319 7.894
H 6.652 1.946 6.901
H 6.297 0.211 6.935
C -7.495 -4.916 -5.159
O -8.587 -4.007 -5.025
C -8.310 -2.919 -4.301
O -7.254 -2.668 -3.779
O -9.406 -2.160 -4.256
C -9.253 -0.952 -3.507
H -7.845 -5.749 -5.764
H -6.657 -4.440 -5.666
H -7.186 -5.293 -4.185
H -8.485 -0.319 -3.949
H -9.014 -1.171 -2.467
H -10.205 -0.430 -3.547
C -2.163 -8.462 5.782
O -3.127 -7.417 5.919
C -2.768 -6.445 6.761
O -1.736 -6.393 7.382
O -3.749 -5.541 6.793
C -3.499 -4.433 7.660
H -2.572 -9.182 5.078
H -1.227 -8.073 5.386
H -1.996 -8.958 6.737
H -2.615 -3.884 7.337
H -3.384 -4.768 8.690
H -4.363 -3.777 7.597
```

Summary:
Calculated total energy: -113264.6629 eV
Lowest unoccupied orbital energy: 0.33 eV
SMILES string: [H]/N=C\C[C@@]1(CC(C)C)OC(=O)[C@](CC(C)C)([PH2]=O)[C@]1(CCCCCCCCOC)[C@H](C)CC.COC(=O)OC.COC(=O)OC.COC(=O)OC.COC(=O)OC.COC(=O)OC.COC(=O)OC.COC(=O)OC
Net charge: 0
F_max: 2.96 eV Å⁻¹
HOMO: -0.3543 Ha

Mulliken population analysis, charges in e, atoms 1 to 5:
1. H 0.393
2. N -0.882
3. C -0.945
4. C -0.641
5. C 2.378